# 1
Density functional theory data (ωB97M-V with the def2-TZVPD basis set) for a cluster of 8 separate species, C49H40BBrFO17 in total.

The geometry in XYZ format:
```
109
Properties=species:S:1:pos:R:3:forces:R:3
C -2.64298 -0.86461 8.14440 -0.29 -0.14 0.08
C -3.61586 0.19215 7.63269 0.02 -0.03 -0.02
F -4.83275 -0.51241 7.28664 0.55 0.31 0.17
C -3.18231 1.03373 6.39201 -0.08 -0.45 -0.25
C -1.95216 0.60842 5.56856 -0.18 0.41 -0.13
C -0.70860 1.48179 5.86433 -0.04 -0.50 -0.15
B -0.35946 1.65382 7.39722 -0.09 0.24 0.10
O -0.80891 2.75839 8.12140 0.04 -0.24 -0.45
O 0.41120 0.77398 8.13108 -0.09 -0.02 -0.27
C -2.33183 0.81581 4.09650 -0.37 0.02 0.29
C -1.36391 0.15809 3.15873 -1.91 -0.07 1.37
O -0.37838 0.57001 2.72310 2.32 0.70 -1.01
Br -1.88379 -1.71713 2.62112 -0.20 -0.41 -0.03
H -2.34659 -1.54506 7.32999 -0.04 0.41 0.26
H -1.74767 -0.40182 8.58477 -0.25 -0.09 -0.27
H -3.14125 -1.44636 8.94194 0.15 0.23 -0.28
H -3.91806 0.86118 8.46175 0.08 -0.27 -0.34
H -3.12712 2.10407 6.70668 0.01 -0.21 0.02
H -4.07617 0.98427 5.74065 0.29 0.10 0.30
H 0.17372 1.03824 5.35481 -0.26 0.25 0.14
H -0.82867 2.50158 5.40391 0.00 -0.03 0.09
H -1.32522 3.31862 7.52222 0.17 -0.21 0.28
H 0.61698 -0.01226 7.60498 -0.09 0.13 0.05
H -2.33982 1.90440 3.80122 0.08 -0.28 -0.07
H -3.32741 0.39853 3.90180 0.28 0.08 0.12
C 0.04692 -2.70467 -1.43114 0.01 -0.01 0.02
C -0.76610 -3.39120 -0.63142 0.00 0.04 -0.02
C -0.75386 -4.87556 -0.61668 -0.03 0.01 0.02
O -1.49711 -5.51219 0.09706 0.01 -0.01 -0.03
C 0.20640 -5.56289 -1.52058 0.05 0.00 -0.03
C 1.01973 -4.87409 -2.31513 -0.01 -0.05 0.01
C 1.00126 -3.39039 -2.33145 -0.02 0.05 0.01
O 1.74839 -2.76755 -3.05963 0.03 -0.03 0.00
H 0.05855 -1.62241 -1.45496 0.01 0.00 0.00
H -1.45647 -2.90277 0.04455 0.00 -0.03 0.04
H 0.19880 -6.64515 -1.49015 -0.02 0.00 0.02
H 1.72690 -5.35087 -2.98227 0.01 0.02 -0.01
C 2.51934 -1.29837 4.10914 0.04 -0.03 -0.17
C 3.67978 -1.28293 3.45542 -0.03 0.05 -0.02
C 4.96494 -1.49026 4.15869 -0.03 0.03 -0.05
O 6.02397 -1.47982 3.55908 0.04 -0.03 0.05
C 4.92291 -1.71167 5.62338 -0.01 -0.03 0.04
C 3.76645 -1.73933 6.27874 0.06 0.03 0.01
C 2.47313 -1.54917 5.56949 0.00 -0.06 -0.02
O 1.42324 -1.62111 6.16495 -0.08 0.06 0.14
H 1.57165 -1.14639 3.60676 -0.07 0.04 0.07
H 3.74269 -1.10802 2.38833 0.02 0.00 0.00
H 5.87726 -1.85448 6.11452 0.01 0.00 -0.02
H 3.70353 -1.90799 7.34638 -0.03 0.02 0.00
C -4.97769 1.12695 1.50626 0.01 -0.04 -0.06
C -5.16202 1.08753 0.18844 0.02 0.01 0.03
C -5.85201 2.18479 -0.53275 0.01 -0.02 -0.02
O -6.02461 2.14142 -1.73440 -0.01 0.00 0.01
C -6.32896 3.33684 0.26987 -0.02 0.03 0.02
C -6.14962 3.38070 1.58678 0.03 -0.04 -0.03
C -5.46732 2.27709 2.31104 -0.04 -0.04 0.02
O -5.33780 2.31564 3.51400 -0.04 -0.01 0.00
H -4.47738 0.32807 2.03999 0.00 0.03 0.03
H -4.81923 0.25953 -0.41926 0.00 0.01 -0.01
H -6.82581 4.13047 -0.27445 0.01 0.00 -0.01
H -6.49179 4.21029 2.19025 0.07 -0.01 -0.01
C 7.87520 0.78026 -1.23438 0.04 0.02 -0.02
C 9.20429 0.76825 -1.19081 -0.04 0.01 -0.02
C 9.93230 0.11803 -0.07157 0.03 -0.01 0.02
O 11.14556 0.10926 -0.03697 -0.01 0.00 -0.01
C 9.12103 -0.51623 0.99446 -0.03 0.01 -0.01
C 7.79029 -0.50624 0.95582 0.03 -0.04 0.03
C 7.06354 0.14190 -0.16522 -0.01 -0.01 0.01
O 5.85283 0.15021 -0.21389 0.00 0.00 -0.01
H 7.32158 1.24734 -2.03917 -0.02 -0.01 0.01
H 9.81759 1.22484 -1.95743 0.02 -0.01 0.01
H 9.67362 -0.98248 1.80030 0.01 0.00 -0.01
H 7.18037 -0.96130 1.72691 -0.04 0.03 -0.01
C 1.30133 -1.17274 -8.30423 0.03 0.05 -0.05
C 2.50688 -1.14133 -8.86647 -0.02 -0.09 0.01
C 3.73262 -1.33737 -8.05000 -0.04 -0.05 0.03
O 4.83467 -1.35299 -8.56309 0.01 -0.04 0.00
C 3.56347 -1.53858 -6.59174 -0.02 0.04 0.00
C 2.35859 -1.55822 -6.02620 0.05 0.02 0.03
C 1.13082 -1.38185 -6.84308 -0.01 0.00 0.02
O 0.02788 -1.41205 -6.34215 0.01 -0.01 -0.02
H 0.39046 -1.04346 -8.87538 -0.01 -0.01 0.02
H 2.65498 -0.99893 -9.92967 0.06 0.07 0.01
H 4.47323 -1.67371 -6.02042 0.01 0.01 -0.01
H 2.21660 -1.71061 -4.96359 -0.04 -0.02 -0.02
C -11.19032 6.26009 2.52805 0.03 0.00 -0.04
C -10.01592 6.27110 1.90420 -0.05 0.02 0.00
C -8.74818 6.08797 2.65287 0.05 -0.02 0.02
O -7.67596 6.09955 2.08496 -0.10 0.08 -0.03
C -8.83665 5.88281 4.11949 -0.03 -0.01 0.04
C -10.01197 5.87039 4.74274 0.04 0.00 -0.01
C -11.28118 6.06121 3.99734 -0.02 0.00 0.02
O -12.35330 6.05489 4.56270 0.01 0.01 -0.01
H -12.12946 6.39268 2.00616 -0.01 -0.01 0.02
H -9.92349 6.41290 0.83486 0.03 0.00 0.00
H -7.89786 5.73952 4.63983 0.01 0.00 -0.02
H -10.10288 5.71941 5.81071 -0.02 -0.01 0.00
C 4.84830 -2.99819 -14.48973 -0.03 0.04 0.00
C 4.30607 -1.90613 -13.95860 -0.01 -0.02 -0.04
C 4.38900 -1.64047 -12.50039 0.08 -0.01 0.06
O 3.89169 -0.64829 -12.01138 -0.11 0.02 -0.09
C 5.10808 -2.62827 -11.65788 0.06 -0.05 0.03
C 5.65092 -3.71967 -12.19224 -0.03 0.03 -0.01
C 5.56302 -3.99220 -13.64796 0.02 -0.03 0.02
O 6.05771 -4.98510 -14.13728 -0.01 0.00 -0.01
H 4.79947 -3.21810 -15.54866 0.01 -0.02 0.00
H 3.78062 -1.16741 -14.55058 0.00 0.01 0.02
H 5.16859 -2.39402 -10.60156 -0.02 0.04 0.00
H 6.18295 -4.45412 -11.60102 0.01 -0.01 -0.02
```
Forces are in eV/Å.

net charge: -1
molar mass: 1010.6 g/mol
LUMO: -0.024 Ha
highest occupied orbital energy: -2.62 eV
calculated total energy: -159700.4473 eV

---

# 2
Density functional theory data (ωB97M-V with the def2-TZVPD basis set) for a structure of composition C18H26CoF3NP2.

The geometry in XYZ format:
```
51
Properties=species:S:1:pos:R:3:forces:R:3
Co 0.15824 -0.94028 0.08945 -0.13 0.02 -0.02
C 0.78043 0.24123 2.06604 -0.06 -0.05 0.07
C 1.47781 -0.97630 2.07199 0.01 -0.02 0.01
C 0.76938 -2.18745 2.11349 0.05 0.05 -0.05
C -0.62828 -2.18100 2.14212 0.03 -0.06 0.02
C -1.32330 -0.96991 2.09910 -0.07 -0.01 -0.01
C -0.62221 0.23994 2.06956 0.12 0.11 -0.08
H 1.31570 1.18190 2.07176 0.04 -0.03 0.00
H 2.56049 -0.99182 2.07419 -0.01 0.04 0.02
H 1.30824 -3.12606 2.14310 0.01 0.00 0.00
H -1.17190 -3.11627 2.18096 0.00 0.00 0.00
H -2.40568 -0.96746 2.11580 0.00 0.00 0.00
H -1.16221 1.17774 2.07277 -0.01 -0.01 0.01
C 3.26480 0.14703 -0.98238 0.00 -0.04 -0.02
P 1.54712 0.27951 -1.55808 -0.02 -0.11 0.07
C 1.52247 -0.63352 -3.12636 0.01 0.07 -0.04
C 1.50906 2.05637 -2.06862 -0.13 0.07 -0.12
C 0.41846 2.55769 -3.04586 0.07 0.05 0.13
P -0.98210 3.52675 -2.38362 0.18 -0.09 -0.05
C -2.13224 3.99411 -3.66934 -0.02 -0.04 -0.01
C -0.46846 4.93925 -1.41152 0.03 0.00 0.02
H 3.94998 0.48132 -1.76305 0.01 0.00 0.01
H 3.49569 -0.89346 -0.74863 0.01 0.01 0.01
H 3.42859 0.75066 -0.08913 -0.02 0.01 0.00
H 2.25734 -0.21220 -3.81522 -0.01 -0.02 -0.02
H 0.53580 -0.60937 -3.58951 0.00 -0.01 0.01
H 1.78316 -1.67726 -2.94765 0.01 0.00 0.01
H 2.46671 2.15226 -2.58778 0.00 0.07 0.01
H 1.60233 2.68506 -1.18085 -0.06 -0.03 0.02
H 0.00973 1.75908 -3.66921 -0.06 0.03 0.04
H 0.88850 3.26073 -3.74884 -0.03 -0.01 -0.01
H -1.66098 4.74818 -4.30979 0.02 0.00 0.01
H -3.01884 4.43196 -3.20798 -0.01 0.02 -0.02
H -2.42224 3.13620 -4.27452 0.01 -0.01 0.01
H 0.01725 5.66500 -2.07384 0.01 -0.01 -0.02
H 0.22329 4.65554 -0.62026 0.00 0.00 0.00
H -1.34849 5.40869 -0.96947 -0.01 0.00 -0.01
F -4.16045 -5.30813 -3.08868 0.00 0.00 0.00
C -2.84888 -5.33409 -3.30118 0.00 -0.01 -0.01
F -2.38088 -6.54341 -3.01279 0.00 0.02 0.00
F -2.61425 -5.07443 -4.58958 0.00 0.00 -0.01
C -2.14967 -4.27518 -2.45771 0.00 0.00 0.00
C -2.82309 -3.12182 -2.08440 -0.01 0.03 0.01
C -2.14498 -2.16989 -1.35132 0.01 -0.01 0.00
N -0.85922 -2.32169 -0.99038 0.09 -0.03 0.00
C -0.21598 -3.44846 -1.35204 -0.05 0.02 0.00
C -0.82356 -4.44506 -2.08542 0.02 -0.01 0.00
H -3.86174 -2.97138 -2.34514 0.00 -0.01 0.00
H -2.64214 -1.26362 -1.02746 0.00 0.00 0.00
H 0.81304 -3.55368 -1.02656 0.00 -0.01 -0.01
H -0.27732 -5.34113 -2.34772 -0.01 0.00 0.00
```
Forces are in eV/Å.

net charge: +3
molar mass: 434.3 g/mol
2S+1: 5
⟨S²⟩: 6.011
LUMO (spin up / spin down): -0.324 / -0.424 Ha
highest occupied orbital energy (spin up / spin down): -18.56 / -19.07 eV
calculated total energy: -84908.4705 eV
ΔE to the lowest compared entry with this formula, charge and spin: 11.2 kcal/mol

---

# 3
Density functional theory data (ωB97M-V with the def2-TZVPD basis set) for a cluster of 2 separate species, C7H16N2O in total.

The geometry in XYZ format:
```
26
Properties=species:S:1:pos:R:3:forces:R:3
C 1.95857 0.12133 -0.58267 -0.16 -1.12 -0.13
C 2.45622 1.38460 0.10310 -0.10 -0.36 0.19
C 1.44074 -1.01908 0.35319 1.23 1.24 -0.33
O 1.50284 -2.19846 0.09663 0.08 -0.15 -0.13
H 1.24671 -0.66177 1.37988 -0.30 -0.11 0.20
H 2.77209 -0.33484 -1.15284 -0.02 -0.03 -0.02
H 1.18005 0.35137 -1.31510 0.01 -0.05 0.16
H 2.64504 2.16282 -0.63355 0.00 0.04 0.01
H 3.38492 1.18553 0.63658 0.06 0.07 0.06
H 1.73800 1.76413 0.82688 -0.14 0.10 0.04
C -1.47894 -1.59172 0.93649 0.10 0.05 -0.11
C -1.37791 1.29478 1.10179 0.23 -0.04 -0.10
N -0.85651 -0.79672 -0.11272 -0.08 0.20 -0.26
C -1.10807 0.58839 -0.19628 -1.19 -0.16 -0.41
N -0.80187 -1.44980 -1.36252 0.02 0.00 0.13
C -1.22534 1.21976 -1.37042 0.40 0.01 0.18
H -1.70997 -1.84777 -1.60321 0.09 0.07 0.12
H -0.11039 -2.19714 -1.29446 -0.08 0.11 0.09
H -0.96686 -2.55561 0.96555 -0.04 0.07 0.00
H -2.54744 -1.75095 0.74180 0.01 -0.01 0.02
H -1.35755 -1.11597 1.90514 -0.03 0.04 0.05
H -1.39962 2.36705 0.92789 0.00 0.02 0.00
H -0.60217 1.08126 1.83584 0.04 -0.01 0.14
H -2.33906 0.99935 1.52232 -0.01 -0.04 0.05
H -1.05627 0.71744 -2.30524 -0.10 -0.15 -0.09
H -1.38720 2.28202 -1.40405 -0.03 0.22 0.14
```
Forces are in eV/Å.

net charge: 0
molar mass: 144.2 g/mol
LUMO: 0.033 Ha
highest occupied orbital energy: -8.25 eV
calculated total energy: -12544.2970 eV
SMILES: C=C(C)N(C)N.CCC=O
ΔE to the lowest compared entry with this formula, charge and spin: 68.7 kcal/mol

---

# 4
Density functional theory data (ωB97M-V with the def2-TZVPD basis set) for a structure of composition C2H3HgOP.

The geometry in XYZ format:
```
8
Properties=species:S:1:pos:R:3:forces:R:3
P 3.21032 -0.61093 -0.61557 0.95 -0.34 0.05
O 0.61284 0.83757 -0.27631 -5.62 -0.23 -3.97
C -0.66101 0.48276 -0.25272 -1.47 0.04 1.13
H -1.35153 1.32611 -0.40956 0.10 -0.34 -0.36
C -1.16801 -0.70490 0.12217 0.35 0.42 0.10
H -2.24760 -0.82107 0.21473 0.35 -0.04 -0.23
H -0.51828 -1.51316 0.46648 -0.20 0.15 -0.26
Hg 2.12327 1.00361 0.75077 5.54 0.34 3.54
```
Forces are in eV/Å.

net charge: 0
molar mass: 274.6 g/mol
LUMO (spin up / spin down): -0.061 / -0.062 Ha
highest occupied orbital energy (spin up / spin down): -8.37 / -8.33 eV
calculated total energy: -17627.2585 eV
ΔE to the lowest compared entry with this formula, charge and spin: 31.8 kcal/mol